Below is C4H4N2O in the gas phase, with properties calculated with wB97M-V/def2-TZVPD.

Each line ends with the Mulliken charge.
Cartesian coordinates (Å):
C -0.329 0.985 1.095  -0.177
C 0.168 0.504 -0.065  0.346
C 0.633 -0.970 -0.094  -0.121
C -0.235 -0.523 -2.043  0.023
H -0.012 0.704 2.956  0.325
H -0.784 1.989 1.092  0.370
H 1.233 -1.541 0.552  0.462
H -0.611 -0.521 -3.024  0.402
N 0.426 -1.417 -1.294  -0.610
N -0.348 0.611 -1.387  -0.582
O -0.140 0.179 2.211  -0.437

Summary:
Max |F| = 5.64 eV/A
Total charge = 0
Calculated total energy = -339.48397 a.u.
Spin multiplicity = 1
SMILES string = O/C=C1\C=NC=N1
Highest occupied orbital energy = -9.50 eV

---

Below is a molecular structure, C51H48Cl2IN7O4P2PbSe2Te, with properties calculated with wB97M-V/def2-TZVPD.

Each line ends with the Mulliken charge.
Cartesian coordinates (Å):
Pb -0.116 0.222 -0.455  0.820
C 3.308 -6.282 -5.009  -1.032
O 2.691 -5.539 -3.973  -0.373
C 1.802 -6.197 -3.179  0.936
C 1.526 -7.548 -3.262  -0.443
C 0.571 -8.115 -2.419  -0.767
C -0.111 -7.321 -1.520  -1.313
C 0.163 -5.958 -1.436  -0.231
C 1.135 -5.384 -2.244  -0.110
N 1.475 -4.027 -2.257  -0.146
C 1.043 -3.007 -1.434  -0.018
N 0.930 -3.378 -0.142  0.041
C 0.580 -2.705 1.063  0.200
C 0.234 -1.366 1.210  -0.230
C -0.039 -0.928 2.514  -0.495
C 0.026 -1.761 3.612  -1.643
C 0.377 -3.097 3.448  -0.368
C 0.647 -3.563 2.179  1.091
O 0.993 -4.859 1.894  -0.413
C 1.053 -5.773 2.973  -1.080
N 0.911 -1.779 -1.858  0.832
C 0.892 -1.530 -3.253  -0.100
C 1.837 -0.568 -3.794  -0.833
C 1.901 -0.359 -5.230  -0.609
C 0.992 -1.086 -6.067  -1.169
C 0.061 -1.904 -5.527  -0.497
C 0.001 -2.136 -4.117  0.294
O -0.904 -2.990 -3.584  0.191
C -1.828 -3.631 -4.448  -1.161
H 3.910 -5.575 -5.571  0.255
H 2.566 -6.733 -5.671  0.424
H 3.955 -7.064 -4.605  0.354
H 2.051 -8.170 -3.974  0.422
H 0.365 -9.176 -2.483  0.395
H -0.872 -7.750 -0.882  0.417
H -0.407 -5.339 -0.755  0.623
H 1.862 -3.716 -3.132  0.550
H 1.203 -4.332 0.035  0.433
H -0.310 0.110 2.676  0.218
H -0.196 -1.381 4.602  0.476
H 0.447 -3.748 4.309  0.420
H 1.269 -6.745 2.538  0.279
H 0.101 -5.822 3.505  0.393
H 1.847 -5.505 3.674  0.377
H 2.714 -0.379 -3.187  0.665
H 2.820 0.015 -5.658  0.599
H 1.063 -0.978 -7.141  0.468
H -0.624 -2.425 -6.181  0.534
H -2.458 -4.241 -3.807  0.230
H -1.322 -4.276 -5.172  0.398
H -2.455 -2.910 -4.980  0.337
Se -3.461 3.318 5.369  -0.391
P -4.529 2.396 3.809  1.067
C -5.637 3.560 2.958  -0.176
C -5.109 4.398 1.980  0.290
C -5.907 5.347 1.361  -0.799
C -7.241 5.472 1.728  -0.619
C -7.767 4.651 2.716  -0.721
C -6.970 3.697 3.333  -0.295
C -5.632 1.064 4.379  0.088
C -5.575 0.673 5.710  -0.692
C -6.432 -0.314 6.186  -0.577
C -7.349 -0.904 5.330  -0.427
C -7.408 -0.514 3.998  -0.760
C -6.555 0.465 3.519  0.068
C -3.519 1.652 2.505  0.497
C -2.306 1.897 1.850  -0.710
N -2.129 0.859 0.990  1.008
N -3.155 0.035 1.104  -0.902
N -3.997 0.489 2.000  -0.232
P -1.127 3.231 1.650  0.459
Se 0.852 2.532 1.211  -0.224
C -1.067 4.347 3.068  0.383
C -1.820 5.518 3.120  0.087
C -1.712 6.358 4.217  -0.755
C -0.871 6.025 5.267  -0.556
C -0.127 4.853 5.220  -0.765
C -0.216 4.018 4.119  -0.770
C -1.747 4.187 0.234  0.655
C -1.210 5.444 -0.041  -0.191
C -1.683 6.179 -1.117  -0.833
C -2.675 5.654 -1.938  -0.713
C -3.179 4.385 -1.694  -0.899
C -2.718 3.651 -0.608  -0.661
H -4.070 4.296 1.696  0.199
H -5.487 5.987 0.594  0.479
H -7.869 6.210 1.245  0.378
H -8.806 4.755 3.008  0.396
H -7.382 3.060 4.105  0.477
H -4.861 1.150 6.369  0.268
H -6.380 -0.616 7.225  0.396
H -8.022 -1.668 5.701  0.375
H -8.122 -0.980 3.329  0.382
H -6.595 0.759 2.479  0.415
H -2.499 5.773 2.319  0.328
H -2.305 7.264 4.257  0.403
H -0.801 6.677 6.129  0.363
H 0.526 4.589 6.043  0.412
H 0.374 3.112 4.069  0.359
H -0.421 5.840 0.587  0.521
H -1.276 7.163 -1.317  0.435
H -3.051 6.235 -2.771  0.444
H -3.941 3.966 -2.341  0.527
H -3.129 2.667 -0.409  0.643
Te 0.988 1.510 -4.244  -0.051
N 4.283 1.686 0.606  -0.287
C 3.528 0.702 0.078  0.247
O 2.822 0.870 -0.910  -0.409
C 3.654 -0.691 0.666  0.186
I 3.865 -0.805 2.785  0.011
H 4.140 2.617 0.249  0.300
H 4.700 1.580 1.514  0.145
H 4.534 -1.167 0.241  0.583
H 2.766 -1.257 0.414  -0.707
Cl -2.648 -0.979 -1.956  -0.018
C -2.758 0.254 -3.222  0.679
Cl -4.402 0.386 -3.864  -0.204
H -2.085 -0.010 -4.026  -0.007
H -2.477 1.206 -2.788  -0.246

Summary:
Max |F| = 0.47 eV/A
Total charge = 0
Calculated total energy = -9821.02157 a.u.
Spin multiplicity = 1
Highest occupied orbital energy = -6.88 eV

---

Below is a molecular structure, C2H2N4, with properties calculated with wB97M-V/def2-TZVPD.

Each line ends with the Mulliken charge.
Cartesian coordinates (Å):
C -1.094 -0.348 -0.284  0.087
N -1.233 0.837 -0.685  -0.387
N 0.246 1.773 0.070  -0.181
N 1.083 0.972 0.356  0.064
C 1.032 -0.430 0.389  0.061
N -0.085 -1.058 0.415  -0.376
H -1.968 -0.854 -0.695  0.369
H 2.019 -0.892 0.434  0.362

Summary:
Max |F| = 3.74 eV/A
Total charge = 0
Calculated total energy = -296.28858 a.u.
Spin multiplicity = 1
Highest occupied orbital energy = -9.17 eV